Below is a 10-piece molecular cluster, C47H96F12N7O17S4 overall, with properties calculated with ωB97M-V/def2-TZVPD.

As for the charge: +4. As for the multiplicity: 2. The orbital gap (alpha / beta) is 4.67 / 3.15 eV.

Each line ends with the Löwdin spin population.
CARTESIAN COORDINATES (ANGSTROEM)
C  -3.7166  -14.0145  -7.1031  0.00
C  -4.9875  -13.7497  -7.9796  0.00
N  -5.6874  -15.0328  -8.5163  0.00
C  -6.8451  -14.5190  -9.4344  0.00
C  -4.5866  -15.9385  -9.2548  0.00
C  -3.9589  -15.1926  -10.5619  0.00
C  -6.2458  -15.9535  -7.3517  0.00
C  -7.3563  -15.3161  -6.5311  0.00
O  -6.8656  -14.2134  -5.8814  0.00
C  -7.6353  -13.5799  -4.8598  0.00
H  -4.0091  -14.2811  -6.0875  0.00
H  -3.1833  -13.0640  -7.1193  0.00
H  -2.9050  -14.6631  -7.4330  0.00
H  -4.7442  -13.2167  -8.8987  0.00
H  -5.7399  -13.1033  -7.5276  0.00
H  -7.5190  -13.8387  -8.9136  0.00
H  -7.3108  -15.3997  -9.8765  0.00
H  -6.4208  -14.0454  -10.3197  0.00
H  -5.2189  -16.7719  -9.5610  0.00
H  -3.7319  -16.1034  -8.5988  0.00
H  -4.7524  -15.0847  -11.3014  0.00
H  -3.1926  -15.7625  -11.0874  0.00
H  -3.5100  -14.2219  -10.3513  0.00
H  -5.4389  -16.2936  -6.7026  0.00
H  -6.5244  -16.8938  -7.8275  0.00
H  -7.7653  -16.0867  -5.8777  0.00
H  -8.0889  -14.8449  -7.1863  0.00
H  -7.7879  -14.1648  -3.9527  0.00
H  -8.6228  -13.2534  -5.1859  0.00
H  -7.0987  -12.6692  -4.5938  0.00
C  -11.6060  -4.4860  -6.0846  0.00
C  -11.4500  -3.1534  -6.8672  0.00
N  -12.3122  -2.8763  -8.0675  0.00
C  -12.2375  -1.4571  -8.5949  0.00
C  -11.9475  -3.9881  -9.1173  0.00
C  -10.5103  -3.7186  -9.7068  0.00
C  -13.7874  -3.2417  -7.7391  0.00
C  -14.9257  -2.6352  -8.5795  0.00
O  -14.5627  -2.9098  -9.9505  0.00
C  -15.3155  -2.1458  -10.8555  0.00
H  -12.4712  -4.5583  -5.4256  0.00
H  -10.7139  -4.6385  -5.4772  0.00
H  -11.6424  -5.3650  -6.7282  0.00
H  -10.4204  -3.0711  -7.2156  0.00
H  -11.5863  -2.3313  -6.1646  0.00
H  -12.7471  -0.9108  -7.8012  0.00
H  -12.7610  -1.2824  -9.5348  0.00
H  -11.1755  -1.2121  -8.6127  0.00
H  -12.6594  -3.8332  -9.9280  0.00
H  -12.1837  -5.0063  -8.8082  0.00
H  -9.7476  -3.8653  -8.9420  0.00
H  -10.3664  -2.7781  -10.2385  0.00
H  -10.2389  -4.4971  -10.4198  0.00
H  -13.8306  -2.6858  -6.8025  0.00
H  -13.8727  -4.3144  -7.5659  0.00
H  -15.0041  -1.5586  -8.4280  0.00
H  -15.9267  -3.0137  -8.3723  0.00
H  -16.3424  -2.5082  -10.8077  0.00
H  -15.0283  -2.3314  -11.8904  0.00
H  -15.3257  -1.0686  -10.6894  0.00
C  -13.0409  -17.1069  -10.2938  0.00
N  -12.4765  -16.9056  -8.8611  0.00
C  -12.8581  -15.4429  -8.3528  0.00
C  -13.2023  -17.9837  -8.0858  0.00
C  -10.9148  -17.1521  -8.9568  0.00
C  -10.2797  -17.2519  -7.5713  0.00
O  -10.4867  -16.1394  -6.7290  0.00
H  -12.9812  -18.1336  -10.6551  0.00
H  -12.3952  -16.4199  -10.8407  0.00
H  -14.0458  -16.7146  -10.4499  0.00
H  -13.9148  -15.3782  -8.6121  0.00
H  -12.2169  -14.7512  -8.8991  0.00
H  -12.6605  -15.5426  -7.2855  0.00
H  -13.0038  -17.7865  -7.0323  0.00
H  -12.9620  -19.0024  -8.3902  0.00
H  -14.2628  -18.0760  -8.3199  0.00
H  -10.4377  -16.3597  -9.5335  0.00
H  -10.7933  -18.1342  -9.4139  0.00
H  -9.2418  -17.3366  -7.8933  0.00
H  -10.5964  -18.1797  -7.0948  0.00
H  -10.1372  -16.2027  -5.8371  0.00
C  -8.9623  -8.3766  -9.7597  0.00
N  -9.9315  -9.3192  -8.9890  0.00
C  -10.1776  -8.6079  -7.6330  0.00
C  -11.2071  -9.3812  -9.8306  0.00
C  -9.3202  -10.7451  -8.7907  0.00
C  -10.2989  -11.8426  -8.2750  0.00
O  -11.0878  -11.3899  -7.2020  0.00
H  -8.7895  -8.8171  -10.7416  0.00
H  -8.0117  -8.5100  -9.2433  0.00
H  -9.3427  -7.3555  -9.7324  0.00
H  -10.4268  -7.5474  -7.6700  0.00
H  -9.2371  -8.6642  -7.0850  0.00
H  -10.9608  -9.0717  -7.0334  0.00
H  -12.0067  -9.6070  -9.1252  0.00
H  -11.2061  -9.9635  -10.7520  0.00
H  -11.4289  -8.3281  -10.0035  0.00
H  -8.3832  -10.6034  -8.2523  0.00
H  -9.0842  -11.0294  -9.8162  0.00
H  -9.7124  -12.7036  -7.9544  0.00
H  -10.9201  -12.2410  -9.0772  0.00
H  -10.5097  -11.2496  -6.4486  0.00
C  -3.9983  -10.0173  -7.0944  0.00
N  -4.6537  -9.3089  -5.7834  0.00
C  -6.1405  -9.1208  -6.0700  0.00
C  -4.4259  -10.3202  -4.6560  0.00
C  -4.0362  -7.9273  -5.5510  0.00
C  -4.6988  -6.9898  -4.4306  0.00
O  -4.8403  -7.6512  -3.1643  0.00
H  -2.9096  -10.0698  -7.0914  0.00
H  -4.1484  -9.3502  -7.9433  0.00
H  -4.3924  -11.0211  -7.2535  0.00
H  -6.4759  -10.1471  -6.2190  0.00
H  -6.3588  -8.5749  -6.9879  0.00
H  -6.6355  -8.7102  -5.1899  0.00
H  -4.4529  -11.3425  -5.0333  0.00
H  -5.1967  -10.0747  -3.9254  0.00
H  -3.3944  -10.1445  -4.3506  0.00
H  -4.0856  -7.4639  -6.5363  0.00
H  -2.9743  -8.1095  -5.3860  0.00
H  -5.6045  -6.5872  -4.8840  0.00
H  -4.1633  -6.0404  -4.4235  0.00
H  -5.1503  -7.0311  -2.5002  0.00
C  -6.9089  2.8364  -13.0756  0.00
N  -6.7616  1.3402  -12.9989  0.00
C  -5.6893  0.7664  -13.4734  0.00
C  -5.5236  -0.6040  -13.2987  0.00
C  -6.5279  -1.4026  -12.7027  0.00
C  -7.6688  -0.7305  -12.2847  0.00
C  -7.7788  0.6588  -12.3942  0.00
C  -6.3776  -2.8875  -12.4540  0.00
C  -5.6816  -3.7100  -13.3911  0.00
C  -5.7136  -5.1190  -13.2787  0.00
N  -6.3856  -5.6527  -12.2353  0.00
C  -6.9910  -4.8912  -11.2688  0.00
C  -7.0294  -3.4893  -11.3504  0.00
C  -6.2629  -7.1192  -11.9611  0.00
H  -5.9251  3.2722  -13.2500  0.00
H  -7.2174  3.3277  -12.1528  0.00
H  -7.6040  3.0438  -13.8892  0.00
H  -4.9809  1.3691  -14.0225  0.00
H  -4.6137  -1.1240  -13.5598  0.00
H  -8.5004  -1.2686  -11.8543  0.00
H  -8.6111  1.1971  -11.9655  0.00
H  -5.1469  -3.1426  -14.1385  0.00
H  -5.2460  -5.8799  -13.8859  0.00
H  -7.4841  -5.4074  -10.4585  0.00
H  -7.6445  -2.9778  -10.6249  0.00
H  -6.8230  -7.3989  -11.0688  0.00
H  -5.2015  -7.2568  -11.7550  0.00
H  -6.6396  -7.6577  -12.8307  0.00
C  -10.1458  -9.2701  -3.2353  0.00
F  -10.0955  -9.3516  -1.8664  0.00
F  -11.4371  -9.5176  -3.5192  0.00
F  -9.7703  -8.0937  -3.7506  0.00
S  -9.1224  -10.6507  -3.9231  0.00
O  -9.4037  -10.8157  -5.3527  0.00
O  -7.7322  -10.3131  -3.6099  0.00
O  -9.5954  -11.7518  -3.0946  0.00
C  -10.1032  -8.8287  -13.9748  0.00
F  -9.4808  -9.5790  -13.0564  0.00
F  -9.4242  -8.7511  -15.0389  0.00
F  -11.2871  -9.3603  -14.2805  0.00
S  -10.2155  -7.0232  -13.3680  0.00
O  -8.8261  -6.5345  -13.4331  0.00
O  -11.1381  -6.3049  -14.2391  0.00
O  -10.7531  -7.1712  -12.0378  0.00
C  -13.5931  -8.0855  -5.8609  0.00
F  -14.5698  -8.1637  -4.9454  0.00
F  -12.6358  -7.3059  -5.3597  0.00
F  -13.0363  -9.2960  -6.0029  0.00
S  -14.1639  -7.4550  -7.5927  0.00
O  -12.8618  -7.2053  -8.2507  0.00
O  -14.9928  -8.4436  -8.2187  0.00
O  -14.9838  -6.2628  -7.2755  0.00
C  -12.3630  -13.5264  -11.9996  -0.01
F  -11.4907  -13.7085  -11.0127  0.00
F  -11.8285  -12.7043  -12.8783  0.00
F  -12.6672  -14.6832  -12.6629  0.00
S  -13.9773  -12.7902  -11.4098  -0.05
O  -14.8409  -12.6907  -12.5690  0.37
O  -14.3733  -13.7633  -10.3920  0.38
O  -13.6517  -11.5636  -10.8160  0.32

Forces on atoms 1 to 6 (eV/Å):
C -0.896 0.954 -0.210
C 0.789 -1.062 -0.736
N 0.464 0.399 0.972
C 1.537 -1.400 -0.258
C -0.363 2.446 -2.155
C -1.382 -0.695 0.913